1.
Here is one molecule with the formula C4H7NO3 at a distorted geometry from OMol25. Energies are from ωB97M-V/def2-TZVPD.

Bonds (Å) are listed after each position.
Atoms and positions in Å:
1 O 1.1431 0.1741 -1.4055  H5 0.929, C7 1.329
2 O 1.7636 -1.7034 -0.5794  C7 1.193
3 O -0.6792 -2.4558 0.2524  H10 0.996, C11 1.362
4 C -0.0635 1.1918 0.8376  C6 1.368, H12 1.065, N13 1.392
5 H 0.5482 0.8863 -1.4454  O1 0.929
6 C -0.7560 2.0555 0.0346  C4 1.368, H9 1.081, H15 1.018
7 C 0.8424 -0.9968 -0.8530  O1 1.329, O2 1.193, C11 1.558
8 H 0.5743 -0.4340 1.5441  N13 1.014
9 H -0.4987 3.1053 0.0452  C6 1.081
10 H 0.1784 -2.9383 0.4094  O3 0.996
11 C -0.5333 -1.1593 -0.1393  O3 1.362, C7 1.558, N13 1.630, H14 1.046
12 H 0.7017 1.6311 1.4341  C4 1.065
13 N -0.3017 -0.1507 1.1202  C4 1.392, H8 1.014, C11 1.630
14 H -1.3770 -0.9529 -0.7220  C11 1.046
15 H -1.5421 1.7470 -0.5330  C6 1.018

Its total energy is -437.03948 a.u. For the molecular weight, the calculation gives 117.10 u. As for the relative energy (zero: lowest compared OMol25 entry of this formula, charge and spin): 2.8274 eV. Its SMILES is C=CN[C@H](O)C(=O)O.

Here are the Mulliken charges for atoms 1 to 5, given in e:
1 O -0.4344
2 O -0.5610
3 O -0.5398
4 C 0.0253
5 H 0.3652


2.
Here is one molecule with the formula C4H7NO3 at a distorted geometry from OMol25. Energies are from ωB97M-V/def2-TZVPD.

Bonds (Å) are listed after each position.
Atoms and positions in Å:
1 H -0.6796 0.2561 1.0966  C10 1.088
2 H 2.9717 1.8275 0.8164  O5 0.922
3 H 0.9587 -0.3897 0.9060  C10 1.093
4 H -0.1925 -1.8452 -1.1863  C11 1.155
5 O 2.1037 1.5230 0.7526  H2 0.922, C14 1.377
6 O -2.6397 -0.5932 -0.7262  C15 1.201
7 O 1.3682 2.9149 -0.9242  C14 1.200
8 H 0.0506 -2.3710 0.3174  C11 1.132
9 H -0.4862 1.2124 -1.0193  N13 1.046
10 C 0.0064 -0.2186 0.3976  H1 1.088, H3 1.093, C11 1.518, N13 1.469
11 C -0.5511 -1.5257 -0.1360  H4 1.155, H8 1.132, C10 1.518, C15 1.499
12 H -2.4970 -2.1922 0.5428  C15 1.096
13 N 0.3563 0.9054 -0.4812  H9 1.046, C10 1.469, C14 1.374
14 C 1.2751 1.9073 -0.2784  O5 1.377, O7 1.200, N13 1.374
15 C -2.0445 -1.4110 -0.0779  O6 1.201, C11 1.499, H12 1.096

Its total energy is -437.07266 a.u. For the molecular weight, the calculation gives 117.10 u. As for the relative energy (zero: lowest compared OMol25 entry of this formula, charge and spin): 1.9247 eV. Its SMILES is O=CCCNC(=O)O.

Here are the Mulliken charges for atoms 1 to 5, given in e:
1 H 0.3479
2 H 0.3169
3 H 0.3818
4 H 0.2945
5 O -0.4721


3.
Here is one molecule with the formula C4H7NO3S at a distorted geometry from OMol25. Energies are from ωB97M-V/def2-TZVPD.

Bonds (Å) are listed after each position.
Atoms and positions in Å:
1 H -2.3036 1.8957 -0.4760  C11 1.195
2 H 1.3062 0.2804 -0.4518  C3 1.066
3 C 0.4283 -0.3184 -0.5399  H2 1.066, C5 1.305, S15 1.823
4 O -1.7708 -0.8071 -0.2234  C5 1.322, H9 1.116
5 C -0.8156 0.0719 -0.4733  C3 1.305, O4 1.322, C11 1.458
6 H 1.8273 -1.3288 1.6140  C7 0.965
7 C 1.2507 -2.0704 1.3930  H6 0.965, H12 1.087, H13 1.300, S15 1.838
8 O -0.7978 3.6203 -0.7289  N10 1.310, H16 0.808
9 H -2.6689 -0.1466 -0.1743  O4 1.116
10 N -0.2397 2.4370 -0.6597  O8 1.310, C11 1.351
11 C -1.1839 1.4814 -0.5185  H1 1.195, C5 1.458, N10 1.351
12 H 1.6257 -3.0899 1.4227  C7 1.087
13 H 0.1832 -1.8980 2.1139  C7 1.300
14 O 2.2954 -2.1315 -1.1114  S15 1.484
15 S 0.9816 -2.0520 -0.4255  C3 1.823, C7 1.838, O14 1.484
16 H -0.1181 4.0561 -0.7607  O8 0.808

Its total energy is -835.04527 a.u. For the molecular weight, the calculation gives 149.17 u. As for the relative energy (zero: lowest compared OMol25 entry of this formula, charge and spin): 5.9120 eV.

Here are the Mulliken charges for atoms 1 to 5, given in e:
1 H 0.1549
2 H 0.3743
3 C -0.6593
4 O -0.5230
5 C 1.3164


4.
Here is one molecule with the formula C4H7NO3S at a distorted geometry from OMol25. Energies are from ωB97M-V/def2-TZVPD.

Bonds (Å) are listed after each position.
Atoms and positions in Å:
1 O 1.9247 -0.0796 1.2049  N13 1.232
2 O -2.7180 0.3065 -0.6845  S10 1.458
3 H 1.0944 -0.0009 -1.8706  C4 1.078
4 C 0.9789 -0.2521 -0.8289  H3 1.078, N13 1.380, C16 1.472
5 H -1.4934 -1.6675 1.1460  C14 1.089
6 H -0.8518 2.3586 -0.8345  C15 1.075
7 H -0.0296 2.0981 0.8003  C15 1.077
8 O 2.7657 1.0326 -0.4493  N13 1.226
9 H 0.5811 -2.1317 -0.0010  C16 1.100
10 S -1.9001 0.6161 0.4816  O2 1.458, C14 1.873, C15 1.719
11 H -0.1876 -0.5662 1.6877  C14 1.087
12 H -0.6283 -1.5734 -1.1834  C16 1.090
13 N 1.9422 0.2543 0.0189  O1 1.232, C4 1.380, O8 1.226
14 C -0.8164 -0.8662 0.8527  H5 1.089, S10 1.873, H11 1.087, C16 1.522
15 C -0.6763 1.7316 0.0208  H6 1.075, H7 1.077, S10 1.719
16 C 0.0143 -1.2602 -0.3607  C4 1.472, H9 1.100, H12 1.090, C14 1.522

Its total energy is -835.04621 a.u. For the molecular weight, the calculation gives 149.17 u. As for the relative energy (zero: lowest compared OMol25 entry of this formula, charge and spin): 5.8865 eV.

Here are the Mulliken charges for atoms 1 to 5, given in e:
1 O -0.5785
2 O -0.5983
3 H 0.4712
4 C -0.6449
5 H 0.4075


5.
Here is one molecule with the formula C4H7NO4 at a distorted geometry from OMol25. Energies are from ωB97M-V/def2-TZVPD.

Bonds (Å) are listed after each position.
Atoms and positions in Å:
1 C -1.8653 -0.3778 -0.0446  O5 1.274, O7 1.287, C13 1.570
2 H -0.4952 -1.7035 0.1060  C13 1.076
3 C 0.6376 0.0510 -0.4274  N10 1.517, C11 1.565, H12 1.096, C13 1.518
4 O 2.7356 0.0818 0.6721  H8 1.166, C11 1.348
5 O -2.1521 0.7053 -0.6508  C1 1.274
6 O 2.3060 -1.6654 -0.7220  C11 1.176
7 O -2.7349 -1.2322 0.3694  C1 1.287, H14 1.204
8 H 2.1620 1.0909 0.7816  O4 1.166
9 H -0.5202 1.8508 0.1410  N10 1.271
10 N 0.6948 1.4919 0.0422  C3 1.517, H9 1.271, H15 1.058
11 C 2.0072 -0.6646 -0.1825  C3 1.565, O4 1.348, O6 1.176
12 H 0.5190 0.1094 -1.5155  C3 1.096
13 C -0.3942 -0.6774 0.4148  C1 1.570, H2 1.076, C3 1.518, H16 1.250
14 H -3.7590 -0.6759 0.0653  O7 1.204
15 H 1.1458 2.1028 -0.6948  N10 1.058
16 H -0.2870 -0.4870 1.6453  C13 1.250

Its total energy is -512.26308 a.u. For the molecular weight, the calculation gives 133.10 u. As for the relative energy (zero: lowest compared OMol25 entry of this formula, charge and spin): 3.2487 eV. Its SMILES is N[C@H](CC(=O)O)C(=O)O.

Here are the Mulliken charges for atoms 1 to 5, given in e:
1 C 0.6517
2 H 0.3377
3 C 0.5483
4 O -0.5796
5 O -0.6690


6.
Here is one molecule with the formula C4H7NO4 at a distorted geometry from OMol25. Energies are from ωB97M-V/def2-TZVPD.

Bonds (Å) are listed after each position.
Atoms and positions in Å:
1 C -1.1200 0.8683 1.1098  C4 1.517, O6 1.309, O10 1.218
2 H -0.1662 1.8959 2.2864  O6 0.980
3 O 2.0883 0.3616 -1.1622  C13 1.222
4 C -1.1489 -0.3894 0.2630  C1 1.517, H8 1.110, H12 1.098, C16 1.560
5 N 1.0250 -1.7379 0.3199  H7 1.037, H15 1.011, C16 1.498
6 O 0.0321 1.1793 1.6482  C1 1.309, H2 0.980
7 H 1.6822 -2.0325 -0.4261  N5 1.037
8 H -1.5433 -1.2190 0.8858  C4 1.110
9 H 0.7532 1.8527 -1.9925  O14 0.966
10 O -2.1079 1.5472 1.3254  C1 1.218
11 H -0.2422 -1.6255 -1.2798  C16 1.103
12 H -1.9143 -0.0563 -0.4495  C4 1.098
13 C 0.8750 0.2176 -1.1708  O3 1.222, O14 1.327, C16 1.515
14 O 0.1325 1.1533 -1.7496  H9 0.966, C13 1.327
15 H 1.5546 -1.1081 0.9081  N5 1.011
16 C 0.1001 -0.9071 -0.5159  C4 1.560, N5 1.498, H11 1.103, C13 1.515

Its total energy is -512.36665 a.u. For the molecular weight, the calculation gives 133.10 u. As for the relative energy (zero: lowest compared OMol25 entry of this formula, charge and spin): 0.4304 eV. Its SMILES is N[C@@H](CC(=O)O)C(=O)O.

Here are the Mulliken charges for atoms 1 to 5, given in e:
1 C 0.4898
2 H 0.3598
3 O -0.6156
4 C -0.8932
5 N -0.7160